[1]
91
Properties=species:S:1:pos:R:3 method="wB97M-V/def2-TZVPD" homo_lumo_gap_ev="5.387 / 5.759" e_homo_ev="-7.10 / -7.15" fmax_ha_per_bohr=0.06404 e_lumo_ev="-1.71 / -1.39" energy_ev=-53079.4092 de_lowest_kcal_mol=45.2
O -2.18 3.09 -2.74
C -3.48 2.59 -3.11
C -3.82 3.80 -3.98
H -4.10 2.50 -2.20
H -3.36 1.64 -3.65
C -2.42 4.30 -3.55
H -4.61 4.44 -3.58
H -3.97 3.60 -5.03
C -2.55 5.64 -2.84
H -3.48 5.69 -2.26
H -2.57 6.41 -3.64
H -1.70 5.88 -2.20
C -1.39 4.54 -4.64
H -1.00 3.61 -5.06
H -0.57 5.15 -4.25
H -1.90 5.09 -5.44
In -1.31 -0.08 -0.74
C 1.80 -1.61 -2.15
C 0.48 -2.09 -2.04
C -0.35 -1.33 -2.92
H 0.12 -2.83 -1.33
C 0.49 -0.36 -3.58
C 1.81 -0.53 -3.08
H 2.70 0.06 -3.34
H 2.70 -2.04 -1.70
H -1.35 -1.60 -3.23
H 0.18 0.37 -4.32
C 3.66 1.09 1.64
C 4.21 1.11 0.32
C 3.37 1.90 -0.49
H 5.15 0.64 0.01
C 2.42 2.53 0.36
C 2.49 1.92 1.64
H 1.80 2.08 2.46
H 4.07 0.54 2.49
H 3.43 1.97 -1.58
H 1.76 3.35 0.10
O 0.26 4.71 -1.95
C 0.94 3.51 -2.41
C 0.45 2.27 -1.63
H 2.02 3.63 -2.35
H 0.75 3.34 -3.48
C -0.48 2.85 -0.55
H 1.26 1.57 -1.34
H -0.07 1.64 -2.37
C -0.37 4.36 -0.68
H -0.37 2.50 0.49
H -1.49 2.52 -0.84
H 0.25 4.83 0.11
H -1.40 4.80 -0.56
C -0.49 -5.10 2.35
C -0.28 -4.11 1.19
C 0.97 -4.56 0.40
C -1.49 -4.17 0.25
P -0.11 -2.34 1.83
N -0.42 -1.30 0.65
C -1.31 -1.97 3.22
C -0.93 -2.73 4.52
C -1.33 -0.46 3.49
C -2.71 -2.37 2.73
C 1.64 -2.18 2.48
C 2.11 -3.40 3.31
C 2.56 -1.97 1.28
C 1.78 -0.97 3.41
H -0.53 -6.12 1.94
H -1.44 -4.95 2.87
H 0.35 -5.12 3.06
H 0.71 -5.48 -0.13
H 1.29 -3.84 -0.35
H 1.83 -4.80 1.04
H -2.43 -4.29 0.79
H -1.38 -5.04 -0.41
H -1.57 -3.27 -0.37
H -0.01 -2.35 4.99
H -1.73 -2.58 5.26
H -0.87 -3.81 4.38
H -1.35 0.10 2.55
H -2.24 -0.21 4.06
H -0.48 -0.10 4.07
H -2.92 -1.91 1.75
H -2.87 -3.46 2.66
H -3.45 -1.99 3.44
H 2.27 -4.30 2.72
H 3.10 -3.15 3.72
H 1.47 -3.60 4.17
H 3.47 -1.46 1.61
H 2.08 -1.33 0.54
H 2.88 -2.89 0.80
H 1.40 -0.05 2.94
H 1.31 -1.11 4.39
H 2.85 -0.82 3.61


[2]
61
Properties=species:S:1:pos:R:3 method="wB97M-V/def2-TZVPD" homo_lumo_gap_ev="7.931 / 7.648" e_homo_ev="-11.63 / -11.32" fmax_ha_per_bohr=0.00197 e_lumo_ev="-3.70 / -3.67" energy_ev=-116352.2226 s_squared=0.760 spin_multiplicity=2 total_charge=+1 de_lowest_kcal_mol=17.6
Re -0.37 -0.87 -0.05
C 3.77 -1.25 3.32
C 2.63 -1.58 2.35
O 2.49 -2.97 2.18
P 1.04 -0.97 2.97
O 0.80 -1.62 4.37
O 1.31 0.55 3.27
O -0.13 -1.22 2.06
P 2.93 -0.84 0.69
O 3.01 0.75 1.03
O 4.17 -1.37 0.12
O 1.63 -1.00 -0.11
H 3.60 -1.76 4.27
H 3.87 -0.19 3.51
H 4.70 -1.61 2.88
H 3.29 -3.30 1.74
H -0.10 -1.89 4.57
H 1.90 0.97 2.61
H 3.91 1.08 0.91
C -1.44 -1.93 -3.63
C -0.51 -0.82 -3.31
N -0.23 -0.30 -2.12
C 0.53 0.86 -2.25
C 0.91 1.15 -3.52
S 0.23 0.02 -4.59
C 0.63 1.71 -1.07
C 1.03 3.00 -0.97
S 0.55 3.63 0.54
C -0.17 2.15 0.98
N 0.01 1.22 0.06
C -1.03 2.02 2.19
H -2.45 -1.66 -3.31
H -1.16 -2.87 -3.17
H -1.46 -2.09 -4.71
H 1.49 1.99 -3.86
H 1.52 3.61 -1.71
H -0.59 2.54 3.04
H -1.20 0.98 2.43
H -1.99 2.48 1.96
F -5.51 1.60 -0.54
C -4.62 0.95 0.21
F -4.37 1.67 1.30
F -5.12 -0.22 0.57
S -3.08 0.72 -0.77
O -3.43 -0.12 -1.87
O -2.56 2.03 -1.04
O -2.27 0.00 0.29
Cl 2.87 -6.10 0.60
C 1.54 -5.05 0.29
C 0.51 -4.98 1.24
C -0.51 -4.09 1.04
C -0.59 -3.31 -0.15
C -1.74 -2.42 -0.34
C 0.45 -3.44 -1.08
C 1.53 -4.28 -0.85
H 0.55 -5.59 2.12
H -1.31 -4.01 1.77
H -2.47 -2.49 0.46
H -2.23 -2.41 -1.31
H 0.43 -2.89 -2.01
H 2.34 -4.35 -1.57


[3]
13
Properties=species:S:1:pos:R:3 method="wB97M-V/def2-TZVPD" homo_lumo_gap_ev=6.934 e_homo_ev=-2.75 fmax_ha_per_bohr=0.04585 e_lumo_ev=4.18 energy_ev=-7786.7936 total_charge=-1 de_lowest_kcal_mol=55.1
C 1.01 -0.38 1.49
N 0.52 -0.23 0.15
C 0.39 -0.72 -1.57
O 0.92 -1.81 -1.92
H 0.25 -0.85 2.13
H 1.86 -1.07 1.62
H 1.22 0.59 1.95
H 1.04 0.55 -0.19
H -0.71 -0.70 -1.75
H 0.86 0.22 -1.94
H -2.45 1.28 0.74
H -2.33 1.25 -0.69
O -2.60 1.88 -0.01


[4]
16
Properties=species:S:1:pos:R:3 method="wB97M-V/def2-TZVPD" homo_lumo_gap_ev=8.025 e_homo_ev=-7.65 fmax_ha_per_bohr=0.08328 e_lumo_ev=0.37 energy_ev=-23738.7027 de_lowest_kcal_mol=26.8 smiles="N/C(O)=C/O.O=C=O.S"
N 1.10 0.39 1.60
C 0.50 0.04 0.35
O -0.41 0.94 -0.26
C 0.77 -1.16 -0.17
O 0.23 -1.69 -1.29
H 2.06 0.18 1.72
H 0.78 1.25 1.81
H -1.08 1.44 0.36
H 1.48 -1.85 0.21
H -0.43 -1.17 -1.77
O 0.39 3.25 -1.31
C 1.46 2.80 -1.30
O 2.43 2.25 -1.27
S -3.31 -1.67 0.40
H -3.91 -2.90 0.65
H -2.07 -2.10 0.26


[5]
10
Properties=species:S:1:pos:R:3 method="wB97M-V/def2-TZVPD" homo_lumo_gap_ev=10.093 e_homo_ev=-9.38 fmax_ha_per_bohr=0.06182 e_lumo_ev=0.71 energy_ev=-6727.1983 de_lowest_kcal_mol=54.8
C 0.52 0.20 -0.30
C -1.14 0.59 0.08
C 0.28 -0.60 0.92
O 0.93 -0.39 -1.51
N -0.88 -0.14 1.28
H 1.44 -1.19 -1.32
H 1.05 1.13 -0.12
H -1.73 0.06 -0.66
H -1.42 1.64 0.21
H 0.96 -1.29 1.42


[6]
9
Properties=species:S:1:pos:R:3 method="wB97M-V/def2-TZVPD" homo_lumo_gap_ev=7.780 e_homo_ev=-8.53 fmax_ha_per_bohr=0.04263 e_lumo_ev=-0.75 energy_ev=-26317.2260 de_lowest_kcal_mol=47.5
C -1.63 1.73 -0.14
C 0.30 -0.55 -0.65
C 1.05 -0.97 0.48
N -2.03 1.33 -1.20
S -0.54 -0.12 -1.79
S -0.89 1.81 1.28
H 0.35 -1.61 1.11
H 1.88 -1.54 0.01
H 1.52 -0.09 0.90


[7]
56
Properties=species:S:1:pos:R:3 method="wB97M-V/def2-TZVPD" homo_lumo_gap_ev=8.821 e_homo_ev=-8.91 fmax_ha_per_bohr=0.00711 e_lumo_ev=-0.09 energy_ev=-45539.2536 de_lowest_kcal_mol=0.0
Tl -0.17 0.09 0.18
O 0.03 2.22 3.78
C 0.52 1.69 2.80
O -0.07 1.68 1.63
C 1.90 1.04 2.90
C 2.80 1.28 1.66
C 4.26 1.17 2.08
C 4.38 -0.35 2.36
C 2.99 -0.85 1.94
O 2.63 0.07 0.89
C 1.93 -0.53 2.99
C 0.60 -1.18 2.67
O -0.28 -1.24 3.51
O 0.45 -1.61 1.44
H 2.35 1.47 3.79
H 2.53 2.13 1.05
H 4.91 1.48 1.26
H 4.48 1.79 2.95
H 5.15 -0.80 1.75
H 4.59 -0.58 3.41
H 2.96 -1.86 1.56
H 2.22 -0.84 4.00
C -3.68 0.77 -3.46
N -4.15 0.68 -2.08
C -5.50 0.14 -1.94
C -3.21 0.56 -1.10
N -1.96 0.37 -1.30
N -3.71 0.78 0.18
C -3.17 0.33 1.39
N -3.89 0.73 2.48
N -2.14 -0.42 1.42
H -4.49 1.15 -4.07
H -3.37 -0.21 -3.85
H -2.85 1.46 -3.52
H -6.23 0.84 -2.34
H -5.74 -0.06 -0.90
H -5.59 -0.81 -2.48
H -1.71 0.14 -2.25
H -4.56 1.31 0.23
H -4.44 1.57 2.40
H -3.40 0.66 3.36
H -1.84 -0.70 2.35
C 2.91 -1.75 -2.13
C 1.55 -1.09 -2.33
C 0.97 -1.40 -3.70
O 0.61 -1.62 -1.36
C 1.69 0.45 -2.22
O 2.51 0.97 -2.95
O 0.92 1.09 -1.40
H 2.84 -2.82 -2.33
H 3.26 -1.59 -1.11
H 3.63 -1.30 -2.80
H 0.82 -2.48 -3.80
H 1.65 -1.05 -4.48
H 0.01 -0.90 -3.85
H 1.09 -2.10 -0.67


[8]
14
Properties=species:S:1:pos:R:3 method="wB97M-V/def2-TZVPD" homo_lumo_gap_ev="5.804 / 5.804" e_homo_ev="-8.15 / -8.15" fmax_ha_per_bohr=0.06263 e_lumo_ev="-2.34 / -2.35" energy_ev=-35040.2460 de_lowest_kcal_mol=33.6
C 0.13 -0.37 1.27
C -0.77 -0.15 -1.11
C 0.47 -0.13 -0.19
O 1.52 -2.50 0.17
S 3.95 2.01 -0.39
S 1.62 -1.38 -0.74
I 4.13 -0.27 0.08
H 0.10 -1.44 1.21
H 0.93 -0.31 1.91
H -0.74 0.17 1.69
H -0.64 0.24 -2.15
H -1.66 0.41 -0.67
H -1.02 -1.22 -1.12
H 1.11 0.79 -0.35


[9]
107
Properties=species:S:1:pos:R:3 method="wB97M-V/def2-TZVPD" homo_lumo_gap_ev=5.282 e_homo_ev=-3.06 fmax_ha_per_bohr=0.07714 e_lumo_ev=2.23 energy_ev=-250940.7495 total_charge=-1
C -2.14 -4.99 2.41
C -3.23 -4.49 3.42
C -4.44 -3.67 2.80
Br -4.78 -4.14 0.83
C -4.31 -2.13 3.04
C -3.24 -1.60 1.99
C -2.25 -0.51 2.57
C -1.00 -0.44 1.56
C 0.35 -0.75 2.28
C 0.69 0.06 3.46
C 1.95 -0.17 4.14
C 2.88 -1.19 3.66
C 2.53 -2.02 2.51
C 1.26 -1.79 1.84
C -5.63 -1.39 2.69
Br -5.50 0.58 3.14
C -6.94 -1.90 3.41
C -7.69 -3.00 2.53
Br -6.68 -2.47 5.28
H -1.39 -5.58 3.01
H -2.53 -5.71 1.64
H -1.53 -4.16 1.95
H -2.81 -3.90 4.28
H -3.69 -5.42 3.88
H -5.36 -4.02 3.32
H -3.77 -1.10 1.12
H -2.61 -2.41 1.55
H -1.90 -0.76 3.61
H -2.72 0.50 2.53
H -1.10 -1.16 0.71
H -0.92 0.60 1.12
H -0.03 0.84 3.81
H 2.16 0.46 5.03
H 3.85 -1.31 4.20
H 3.27 -2.79 2.20
H 1.01 -2.44 0.97
H -5.83 -1.40 1.57
H -7.64 -1.03 3.44
H -8.79 -2.79 2.47
H -7.47 -4.01 2.95
H -7.32 -2.91 1.47
C 8.35 1.19 1.21
C 7.01 0.63 0.77
N 5.87 1.41 1.22
C 4.59 0.73 1.05
C 4.14 0.42 -0.38
C 5.88 2.82 0.86
C 5.95 3.18 -0.63
H 8.39 1.32 2.30
H 9.15 0.50 0.93
H 8.57 2.15 0.74
H 6.92 -0.38 1.19
H 7.01 0.51 -0.32
H 3.81 1.30 1.56
H 4.64 -0.22 1.60
H 3.78 1.32 -0.89
H 3.30 -0.28 -0.35
H 4.92 -0.03 -0.98
H 6.72 3.30 1.36
H 5.00 3.31 1.29
H 6.70 2.58 -1.16
H 6.24 4.23 -0.74
H 4.99 3.05 -1.12
C 1.64 3.88 0.13
C 0.51 4.60 -0.60
N 0.97 5.61 -1.54
C -0.09 6.48 -2.01
C -1.20 5.85 -2.85
C 1.92 5.16 -2.55
C 1.48 4.02 -3.48
H 2.30 4.59 0.64
H 1.23 3.21 0.89
H 2.24 3.27 -0.55
H -0.11 5.08 0.16
H -0.12 3.85 -1.09
H 0.35 7.31 -2.58
H -0.55 6.95 -1.14
H -0.87 5.63 -3.87
H -2.04 6.55 -2.94
H -1.60 4.94 -2.40
H 2.84 4.85 -2.04
H 2.23 6.02 -3.16
H 1.00 3.21 -2.94
H 2.36 3.61 -3.98
H 0.81 4.37 -4.26
C -0.98 -3.59 -1.47
C -2.10 -2.88 -2.22
N -1.63 -1.87 -3.16
C -2.70 -1.01 -3.65
C -3.80 -1.65 -4.50
C -0.68 -2.32 -4.16
C -1.10 -3.47 -5.08
H -0.33 -2.87 -0.96
H -1.40 -4.25 -0.71
H -0.36 -4.20 -2.13
H -2.73 -2.39 -1.47
H -2.73 -3.63 -2.71
H -2.25 -0.18 -4.22
H -3.17 -0.53 -2.79
H -3.45 -1.88 -5.51
H -4.63 -0.95 -4.60
H -4.19 -2.56 -4.05
H 0.24 -2.62 -3.64
H -0.37 -1.47 -4.77
H -1.58 -4.28 -4.54
H -0.21 -3.88 -5.57
H -1.76 -3.12 -5.87